DFT (wB97M-V/def2-TZVPD) results for 2 unconnected molecules or ions with the total composition C6H13N3 in a non-equilibrium geometry.

Computed properties:
**Energy relative to the best compared isomer or geometry (same formula, charge and spin)**: 463.5 kJ/mol
**Total energy**: -400.5165 a.u.
**SMILES**: [H]/N=C(\C)NC.[H]/N=C\C=C
**LUMO energy (spin up / spin down)**: -0.9 / -0.9 eV

XYZ file:
```
22
Properties=species:S:1:pos:R:3:forces:R:3
C -0.51359 -0.82243 2.23981 -0.2 -0.1 -0.5
C -0.41363 -1.51030 -0.68726 0.1 0.4 -0.4
N -0.50089 0.14514 1.15250 1.4 1.5 -0.1
C -0.97282 -0.19622 -0.16121 -3.0 -1.9 2.4
N -2.25756 0.11682 -0.29609 0.8 -0.4 0.2
H -0.92673 1.02353 1.43687 0.0 -0.3 -0.1
H -2.79806 -0.64644 -0.70063 0.3 0.3 -1.1
H 0.08923 -1.68966 1.97103 0.0 -0.1 0.1
H -0.06127 -0.35648 3.11707 0.0 0.0 -0.1
H -1.52195 -1.16066 2.49481 -0.1 -0.1 0.1
H 0.66505 -1.56740 -0.55263 0.0 0.0 -0.1
H -0.86698 -2.36503 -0.18472 -0.1 0.1 0.2
H -0.65913 -1.59415 -1.74616 0.2 0.0 0.0
C 2.26251 1.17811 -0.51467 0.8 -0.5 1.4
C 1.23192 1.22597 -1.50451 -1.5 -0.1 -0.3
C -0.13913 1.32888 -1.29524 1.3 1.6 -1.0
N 2.29617 0.58825 0.63183 0.8 -0.1 -1.1
H 1.51987 -0.05211 0.77809 -0.5 0.8 0.1
H 3.20830 1.61647 -0.83032 0.0 0.5 0.1
H 1.58474 1.30163 -2.52690 0.0 -0.8 -0.2
H -0.76495 1.29806 -2.18034 0.1 0.0 -0.1
H -0.46112 2.13802 -0.64133 -0.2 -0.9 0.8
```
Forces are in eV/Å.


DFT (wB97M-V/def2-TZVPD) results for a molecular structure, C28H40O2RuSe3Te2 in a non-equilibrium geometry.

Computed properties:
**Total energy**: -9076.6695 a.u.
**Spin multiplicity**: 5
**LUMO energy (spin up / spin down)**: -1.2 / -2.5 eV

XYZ file:
```
76
Properties=species:S:1:pos:R:3:forces:R:3
Ru 0.57072 3.47457 1.30442 -0.8 -1.0 -0.2
C 3.10909 -1.67026 -3.52189 0.0 0.0 0.0
C 1.85634 -0.96328 -4.03997 0.0 0.0 0.0
C 2.20520 -0.26931 -5.36592 0.0 0.0 0.0
C 0.77514 -2.02462 -4.29013 0.0 0.0 0.0
C 1.33370 0.06973 -3.04175 0.0 0.0 0.0
C 1.93908 0.31974 -1.82501 0.0 0.0 0.0
C 1.39529 1.26138 -0.95916 0.1 0.1 0.2
Se 2.21426 1.48598 0.76889 0.0 -0.1 -0.1
C 1.09414 0.27682 1.76976 0.1 0.2 -0.1
C 1.48376 -1.04422 1.84457 0.0 0.0 0.0
C 0.67852 -1.97457 2.49181 0.0 0.0 0.0
C -0.50209 -1.49458 3.04065 -0.1 0.0 0.0
C -0.92757 -0.16431 2.99353 -0.1 0.1 0.1
C -0.09571 0.76484 2.34042 0.0 0.0 -0.1
O -0.41763 2.05967 2.25864 0.2 0.0 0.0
C -2.28436 0.15678 3.65752 0.0 0.0 0.0
C -2.21101 -0.21673 5.14864 0.0 0.0 0.0
C -3.38100 -0.67969 2.97484 0.0 0.0 0.0
C -2.73122 1.62114 3.58277 0.0 0.0 0.0
C 1.10283 -3.44300 2.55534 0.0 0.0 0.0
C 0.08139 -4.30213 3.30183 0.0 0.0 0.0
C 1.24491 -3.99279 1.12832 0.0 0.0 0.0
C 2.45134 -3.55921 3.28129 0.0 0.0 0.0
C 0.24864 1.99982 -1.25709 0.0 0.0 0.0
O -0.26361 2.88488 -0.39757 0.1 0.0 0.0
C -0.38703 1.75344 -2.50127 -0.1 0.1 0.0
C 0.17752 0.80153 -3.33567 0.0 0.0 -0.1
C -1.67334 2.50001 -2.88433 0.0 0.0 0.0
C -2.19467 2.07149 -4.25931 0.0 0.0 0.0
C -1.41320 4.01322 -2.94868 0.0 0.0 0.0
C -2.77979 2.19631 -1.86023 0.0 0.0 0.0
H 3.44747 -2.39936 -4.26143 0.0 0.0 0.0
H 2.90850 -2.20592 -2.58979 0.0 0.0 0.0
H 3.92666 -0.96519 -3.34935 0.0 0.0 0.0
H 2.60667 -0.99340 -6.08131 0.0 0.0 0.0
H 2.95473 0.50959 -5.20530 0.0 0.0 0.0
H 1.32548 0.19647 -5.81588 0.0 0.0 0.0
H 1.14536 -2.78613 -4.98288 0.0 0.0 0.0
H -0.12614 -1.58541 -4.72331 0.0 0.0 0.0
H 0.49567 -2.51551 -3.35455 0.0 0.0 0.0
H 2.82940 -0.21240 -1.51434 0.0 0.0 0.0
H 2.41913 -1.33864 1.37970 -0.1 0.0 0.0
H -1.15093 -2.19974 3.54438 0.0 0.1 0.0
H -1.98106 -1.27267 5.29948 0.0 0.0 0.0
H -3.17001 -0.00797 5.63236 0.1 0.0 0.0
H -1.43939 0.37322 5.65045 0.0 0.0 0.0
H -3.19618 -1.75189 3.05822 0.0 0.0 0.0
H -3.44436 -0.42839 1.91287 0.0 0.0 0.0
H -4.35114 -0.46884 3.43483 0.1 0.0 0.0
H -2.03439 2.28734 4.09096 0.0 0.0 0.0
H -3.70409 1.70345 4.07761 0.0 0.0 0.0
H -2.84159 1.96318 2.55451 0.0 0.0 0.0
H -0.89455 -4.28448 2.80918 0.0 0.0 0.0
H -0.04389 -3.96920 4.33586 0.0 0.0 -0.1
H 0.42642 -5.33845 3.32390 0.0 0.0 0.0
H 0.29393 -3.92027 0.59503 0.0 0.0 0.0
H 1.54835 -5.04347 1.15349 0.0 0.1 0.0
H 1.99311 -3.43798 0.55743 0.0 0.0 0.0
H 2.37076 -3.17033 4.29945 0.0 0.0 0.0
H 3.23448 -2.99741 2.76749 0.0 0.0 0.0
H 2.76640 -4.60538 3.33526 0.0 0.1 0.0
H -0.30841 0.60795 -4.28271 0.0 0.0 0.0
H -1.46793 2.27620 -5.05078 -0.1 0.0 0.0
H -3.10185 2.63658 -4.48626 0.0 0.0 0.0
H -2.45124 1.00902 -4.28279 0.0 0.0 0.0
H -0.63621 4.23730 -3.68501 0.0 0.0 0.0
H -1.10002 4.40560 -1.98477 0.0 0.0 0.0
H -2.32844 4.53286 -3.24889 0.1 0.0 0.0
H -2.97902 1.12191 -1.82389 0.0 0.0 0.0
H -3.70423 2.70525 -2.15130 0.1 0.0 0.0
H -2.50235 2.52965 -0.86187 0.0 0.0 0.0
Se 1.44548 5.25723 -0.01717 0.4 0.5 -0.3
Te 3.52649 6.18542 0.95276 -0.1 -0.1 0.2
Te 3.38685 5.30416 3.51794 -0.1 0.0 -0.2
Se 1.20645 4.14340 3.51517 0.3 0.2 0.4
```
Forces are in eV/Å.


DFT (wB97M-V/def2-TZVPD) results for a single C5H8N2O4 molecule in a non-equilibrium geometry.

Computed properties:
**Energy relative to the best compared isomer or geometry (same formula, charge and spin)**: 171.7 kJ/mol
**Total energy**: -605.7536 a.u.
**SMILES**: CN(C=O)C(=O)N/C(O)=C/O
**LUMO energy**: 0.5 eV

XYZ file:
```
19
Properties=species:S:1:pos:R:3:forces:R:3
C 0.81112 0.85641 1.13217 -2.4 1.6 0.4
C -1.35923 -0.33524 0.81685 -1.1 -1.3 -0.5
C 1.68141 0.00049 0.71359 2.9 2.9 0.6
C -0.51235 0.45232 -1.23060 2.8 0.8 -1.6
C -1.16990 -1.88977 -1.21258 -0.9 1.4 -1.5
N -0.52277 0.51172 1.49790 0.9 -2.0 -2.5
N -0.94566 -0.64833 -0.51926 0.2 3.0 0.0
O 1.08574 2.20966 1.07791 -0.5 0.0 -0.7
O -2.37478 -0.87029 1.22500 0.8 0.8 0.4
O 2.97000 0.38091 0.49609 0.9 0.8 -1.1
O -0.61305 1.65242 -0.98552 -0.8 -1.5 0.0
H 1.59939 -0.96968 0.52610 -0.8 -4.0 -0.1
H 0.27255 0.21382 -2.07952 -1.8 -0.3 0.9
H -0.99756 -2.63805 -0.50960 0.7 -1.7 0.6
H -2.20901 -2.02948 -1.59096 0.6 0.4 0.3
H -0.50151 -1.78682 -2.09399 -0.2 -0.9 0.6
H -0.96109 1.02770 2.16788 -1.1 1.6 2.4
H 3.08461 1.35136 0.34910 -0.6 -1.0 0.5
H 0.66208 2.51084 0.21944 0.3 -0.3 1.2
```
Forces are in eV/Å.


DFT (wB97M-V/def2-TZVPD) results for a single C5H8N2O molecule in a non-equilibrium geometry.

Computed properties:
**Energy relative to the best compared isomer or geometry (same formula, charge and spin)**: 601.1 kJ/mol
**Total energy**: -379.8592 a.u.
**SMILES**: C[C@@H]1[C@H]2NC=NO[C@H]12
**LUMO energy**: 0.8 eV

XYZ file:
```
16
Properties=species:S:1:pos:R:3:forces:R:3
C 1.04853 1.09364 1.88397 -0.8 1.0 -0.7
C 0.18053 0.07941 1.09849 4.0 1.2 2.6
C 0.56202 -0.37602 -0.30356 -2.3 0.9 1.3
C -0.96059 -0.90593 -1.96101 2.1 0.5 0.9
C -0.78982 0.33490 0.17605 -4.3 0.1 -4.1
H 1.19957 2.08979 1.27433 -0.1 -2.1 1.0
H 0.50629 1.43545 2.84767 1.1 -0.9 -1.4
H 1.98892 0.53451 2.02811 -0.2 0.9 0.5
H -0.08243 -0.79696 1.59958 -0.6 -0.9 1.7
H 1.16720 0.28687 -0.83630 0.7 1.4 -0.7
H 0.81254 -2.08396 -1.38366 -2.1 0.9 -0.2
H -1.22138 -1.45416 -2.83392 -0.2 -0.7 -0.4
H -1.69350 -0.31300 0.28987 1.1 0.0 0.0
N 0.04176 -1.42268 -1.07527 0.8 -1.9 -0.7
N -1.50340 0.25199 -1.96981 -0.5 1.4 0.7
O -1.25623 1.24616 -0.83454 1.0 -1.8 -0.3
```
Forces are in eV/Å.


DFT (wB97M-V/def2-TZVPD) results for 3 unconnected molecules or ions with the total composition C29H58N5O5 in a non-equilibrium geometry.

Computed properties:
**Total energy**: -1789.2224 a.u.
**Spin multiplicity**: 3
**LUMO energy (spin up / spin down)**: -4.7 / -4.7 eV
**Net charge**: +1

XYZ file:
```
97
Properties=species:S:1:pos:R:3:forces:R:3
C -0.48020 7.74744 1.17410 -0.5 -0.5 0.2
C -0.69111 6.20667 1.63166 0.7 2.1 0.7
O -2.12474 5.95315 1.54277 0.7 -2.3 -0.2
C -2.34645 4.55527 1.73359 -0.3 -0.7 1.9
O -2.37142 4.06868 2.87445 0.1 1.4 -3.8
C -2.58165 3.69164 0.39049 0.6 0.3 1.2
C -1.76549 2.29852 0.56130 -1.4 -0.3 -0.1
C -1.30681 1.66109 -0.82966 -0.3 -0.1 0.4
C 0.13769 2.11583 -1.33205 -0.1 -3.8 -0.6
C 0.41151 1.78256 -2.87927 -0.7 -0.5 1.5
N 0.02270 3.07684 -3.54276 0.5 0.9 3.3
C 0.48064 4.05917 -2.52538 -0.9 -1.4 -0.7
N 0.76053 5.28582 -2.99042 0.4 0.5 0.9
N 0.58869 3.53292 -1.14791 1.7 -0.5 -3.9
C 2.00763 3.31468 -0.65474 1.8 1.2 0.9
O 2.69360 4.57223 -0.38963 0.1 -1.8 0.1
C 3.90671 4.16467 0.32838 1.1 -0.6 0.2
H 0.38058 7.83700 0.43561 -1.1 0.0 1.0
H -1.44902 8.13618 0.69264 1.5 -0.7 0.6
H -0.29016 8.38143 2.10245 -0.1 -0.8 -1.4
H -0.37803 6.15825 2.73863 -0.4 -0.4 -1.7
H -0.05462 5.51135 0.99444 -1.0 0.6 0.7
H -2.23947 4.28993 -0.51911 -0.6 -0.7 1.3
H -3.71469 3.50252 0.36356 1.7 0.3 -0.2
H -0.93864 2.38385 1.34200 -0.9 0.0 -1.3
H -2.53317 1.56695 1.01029 1.3 1.0 -0.6
H -2.13735 1.79083 -1.61638 1.3 0.1 1.1
H -1.24182 0.52394 -0.65660 0.0 1.7 -0.5
H 0.81773 1.35148 -0.81145 -0.7 1.7 -0.2
H 1.51858 1.57702 -3.05766 -1.5 0.5 0.1
H -0.15933 0.83986 -3.15236 0.4 1.5 -0.1
H -0.95847 3.15797 -3.84284 0.6 0.0 -0.1
H 0.05561 5.83231 -3.50254 0.7 -0.9 -0.3
H 1.69650 5.71906 -2.91952 -1.0 -0.2 0.9
H 2.63242 2.77271 -1.45856 -1.1 0.5 1.2
H 2.03649 2.72936 0.33189 -0.7 0.6 -1.6
H 3.73976 4.11094 1.46119 0.1 0.4 -1.6
H 4.79783 4.83526 0.05470 -1.7 -0.7 0.5
H 4.21746 3.09720 0.01873 -0.4 1.6 0.3
C 3.38908 -1.05804 4.64863 0.5 0.0 0.1
C 2.38290 -1.11309 3.46518 -0.1 0.1 2.3
C 1.81322 -2.53959 3.26429 0.0 -0.2 -0.5
C 2.72475 -3.50109 2.51578 0.0 0.0 0.1
C 3.21770 -2.87159 1.21921 -0.4 0.0 0.2
C 3.90331 -1.51256 1.45826 2.1 -0.5 -0.5
N 3.04334 -0.56530 2.24078 -3.5 -0.6 -2.5
O 2.06889 -0.12304 1.41090 1.8 0.1 1.2
C 5.25056 -1.77080 2.17567 0.0 -0.1 0.4
C 4.33135 -0.91674 0.09466 -0.6 0.4 0.0
C 1.19376 -0.24988 3.97242 0.0 0.2 -0.8
H 4.42845 -0.95628 4.34669 -0.1 -0.2 -0.1
H 3.21480 -0.18454 5.28384 -0.2 -0.1 -0.1
H 3.31654 -1.94493 5.28302 0.0 0.1 -0.1
H 0.87306 -2.47698 2.70096 0.1 0.2 0.0
H 1.54950 -2.97788 4.23176 0.1 0.3 0.0
H 3.56208 -3.80341 3.15132 0.0 0.0 -0.1
H 2.17311 -4.41800 2.28484 0.1 0.1 0.1
H 3.90921 -3.56253 0.72542 0.1 0.3 0.0
H 2.36995 -2.75418 0.53514 0.0 0.2 0.1
H 5.75329 -0.83162 2.42242 -0.1 0.0 0.0
H 5.92788 -2.34086 1.53270 -0.2 0.1 -0.1
H 5.15398 -2.36127 3.08685 0.0 0.1 0.0
H 3.49293 -0.79584 -0.59539 0.0 0.0 0.2
H 5.05086 -1.57045 -0.40659 -0.1 -0.1 0.3
H 4.81183 0.05784 0.22692 -0.1 -0.1 0.0
H 1.48071 0.79997 4.07841 0.0 -0.1 0.0
H 0.86054 -0.60298 4.95303 0.3 -0.1 -0.1
H 0.32555 -0.30131 3.31136 0.2 0.0 -0.1
C -5.04375 -4.08850 -3.21432 -0.3 -0.2 0.3
C -3.64932 -3.40192 -3.20865 -1.5 -0.8 -1.5
C -2.50595 -4.42692 -3.41351 0.4 0.1 0.3
C -2.10943 -5.21104 -2.17090 0.0 -0.1 0.0
C -1.85840 -4.26855 -1.00051 0.1 0.0 -0.4
C -3.06393 -3.34851 -0.72813 -0.6 -0.8 1.9
N -3.50630 -2.60434 -1.95259 4.0 1.4 -1.0
O -2.59532 -1.62945 -2.18483 -1.9 -1.0 0.5
C -4.21119 -4.21348 -0.15198 -0.2 -0.2 -0.2
C -2.71512 -2.39186 0.43863 0.1 0.5 -0.5
C -3.67746 -2.53554 -4.49870 0.4 0.5 0.5
H -5.51514 -4.14972 -2.23673 0.2 -0.1 0.0
H -5.76475 -3.52881 -3.81746 0.2 0.0 -0.1
H -4.99401 -5.10241 -3.61927 0.0 0.1 0.0
H -1.60918 -3.90176 -3.76706 -0.2 0.2 0.1
H -2.77017 -5.12966 -4.20983 -0.2 0.2 0.0
H -2.87873 -5.94893 -1.92569 0.0 0.1 0.1
H -1.19778 -5.78087 -2.37744 -0.1 0.0 0.0
H -1.62388 -4.85915 -0.10841 -0.2 0.2 0.1
H -0.96410 -3.67095 -1.20944 -0.1 0.2 0.0
H -5.11440 -3.61772 0.00532 0.1 0.0 -0.1
H -3.92856 -4.63442 0.81763 0.2 0.2 -0.1
H -4.46649 -5.07123 -0.77452 0.0 0.1 0.0
H -1.82411 -1.79118 0.24063 -0.1 0.0 -0.2
H -2.51013 -2.95415 1.35434 -0.1 -0.2 -0.3
H -3.54720 -1.71361 0.65077 0.1 0.0 -0.1
H -4.41287 -1.73010 -4.42106 0.1 -0.1 0.1
H -3.94915 -3.15050 -5.36216 -0.1 -0.2 0.3
H -2.70629 -2.09030 -4.72660 -0.1 0.0 0.2
```
Forces are in eV/Å.


DFT (wB97M-V/def2-TZVPD) results for a molecular structure, C6H14N2O2 in a non-equilibrium geometry.

Computed properties:
**Energy relative to the best compared isomer or geometry (same formula, charge and spin)**: 345.3 kJ/mol
**Total energy**: -496.9260 a.u.
**LUMO energy**: 0.6 eV

XYZ file:
```
24
Properties=species:S:1:pos:R:3:forces:R:3
C 2.74410 0.41658 1.35254 0.1 -4.9 -1.3
C 1.29280 0.06560 1.56656 -1.5 -1.4 0.0
C -0.81423 0.98486 2.67182 1.2 0.3 0.8
C -1.28885 -1.18206 -0.24007 0.2 -1.4 0.8
C -1.52369 -0.39139 -1.49139 -0.3 0.4 -3.5
C -0.41941 -0.16716 -3.79259 -3.9 3.3 0.4
H 3.02344 1.36800 1.65195 0.7 1.6 0.8
H 3.09528 0.19750 0.27522 -0.7 0.4 1.7
H 3.11698 -0.49675 1.98887 0.4 2.1 -1.0
H 1.01402 1.98969 2.34092 -0.5 -1.8 -0.9
H -0.99906 -0.12643 2.74008 -0.4 1.5 0.1
H -0.83956 1.55907 3.68504 0.4 -1.5 -1.4
H -1.46852 1.61179 2.06994 -0.6 -0.8 -0.3
H -0.32860 -1.88497 -0.10892 -2.2 2.0 -0.8
H -2.17918 -1.82245 -0.19359 0.1 0.0 0.2
H -1.35939 -0.52479 0.63479 0.1 -0.3 -0.3
H 0.25689 -1.21538 -2.09898 -0.7 1.2 -0.1
H -1.73745 -0.27121 -4.01175 4.1 0.6 0.1
H -0.10200 1.09550 -3.82964 -0.9 -4.0 -0.9
H 0.12749 -0.90748 -4.43440 -0.3 1.1 0.8
N 0.53784 1.09628 2.03853 0.0 1.8 1.6
N -0.37539 -0.42707 -2.35818 0.0 -2.0 1.2
O 0.83147 -1.09935 1.41956 1.6 2.8 0.7
O -2.60500 0.13161 -1.87629 3.1 -1.2 1.6
```
Forces are in eV/Å.


Question: total energy of number 2 (C28H40O2RuSe3Te2)?
Answer: -9076.6695 a.u.